{"formula": "C20H45F5IN9O3P3", "method": "ωB97M-V with the def2-TZVPD basis set", "total_energy_ha": -3328.07136, "homo_lumo_gap_ev": 3.749, "lumo_energy_ha": -0.2075, "total_charge": 1, "species": ["C", "N", "C", "C", "C", "C", "C", "C", "F", "F", "C", "F", "F", "F", "N", "N", "P", "O", "I", "H", "H", "H", "H", "H", "H", "H", "H", "H", "O", "P", "N", "C", "C", "N", "C", "C", "N", "C", "C", "H", "H", "H", "H", "H", "H", "H", "H", "H", "H", "H", "H", "H", "H", "H", "H", "H", "H", "O", "P", "N", "C", "C", "N", "C", "C", "N", "C", "C", "H", "H", "H", "H", "H", "H", "H", "H", "H", "H", "H", "H", "H", "H", "H", "H", "H", "H"], "xyz": [[5.24378, 3.33953, -2.26892], [5.53378, 3.27703, -3.73501], [4.95205, 2.07422, -4.38248], [3.34772, 2.01639, -4.32510], [2.68644, 3.27958, -4.89935], [1.16945, 3.16221, -4.86893], [0.64144, 1.87417, -4.29558], [-0.96705, 1.72561, -4.31070], [-1.37378, 2.07206, -5.63042], [-1.32464, 0.36874, -4.12160], [-1.69518, 2.65818, -3.24306], [-1.94001, 3.91792, -3.83879], [-2.98216, 2.10528, -3.04436], [-1.04805, 2.74847, -2.01935], [1.27964, 0.78363, -3.75100], [2.59589, 0.97021, -3.82135], [3.49521, -0.45528, -3.10392], [2.67695, -0.99894, -1.70928], [3.28130, -2.22900, -4.82400], [5.02526, 2.28471, -1.91132], [4.37538, 4.06622, -2.11692], [6.18231, 3.68350, -1.71625], [5.29112, 4.13952, -4.23092], [5.21291, 2.16924, -5.50028], [5.50301, 1.17336, -3.99941], [3.25786, 4.16042, -5.30821], [0.47179, 3.96604, -5.24457], [2.60298, -0.25079, -1.07334], [-0.69935, 3.15785, 4.46157], [-2.07463, 2.95797, 3.79840], [-1.43078, 2.38017, 2.33096], [-0.94713, 3.13313, 1.20002], [-0.91317, 1.01834, 2.34206], [-2.48787, 4.62442, 3.83631], [-2.81545, 5.49442, 2.72377], [-1.80168, 5.44274, 4.84755], [-3.70494, 2.67615, 3.11495], [-4.41038, 1.68550, 3.94751], [-4.06187, 2.43225, 1.72538], [-1.25999, 2.64233, 0.27234], [0.15015, 3.21362, 1.19465], [-1.35020, 4.13928, 1.14336], [-1.74173, 0.29914, 2.32474], [-0.31711, 0.82327, 3.23868], [-0.27917, 0.79847, 1.47862], [-1.92480, 5.83634, 2.19297], [-3.33749, 6.39193, 3.07821], [-3.51151, 5.04868, 2.01536], [-0.78717, 5.69864, 4.51807], [-1.74073, 4.92109, 5.80139], [-2.34003, 6.37462, 5.04090], [-3.99402, 0.68186, 3.80745], [-5.48072, 1.65536, 3.72390], [-4.31347, 1.94554, 5.00739], [-3.73227, 1.45189, 1.36463], [-3.67823, 3.19591, 1.04869], [-5.15159, 2.47361, 1.61371], [-0.13553, -3.54822, 2.32002], [-0.38920, -4.70848, 1.33986], [1.01836, -5.56043, 1.77350], [2.36629, -5.38653, 1.28539], [0.98698, -6.25330, 3.05483], [-0.27284, -3.72427, -0.06507], [0.64330, -3.85358, -1.18032], [-0.53674, -2.29056, 0.12183], [-0.78355, -6.05973, 0.23389], [-2.06117, -6.66472, 0.65071], [0.09391, -7.12888, -0.22033], [2.83827, -6.36690, 1.15422], [2.98474, -4.79676, 1.97633], [2.41629, -4.90993, 0.31156], [0.39048, -7.17085, 2.97317], [0.54146, -5.63053, 3.83632], [1.98073, -6.54618, 3.40268], [1.63236, -3.45408, -0.94839], [0.27177, -3.29546, -2.04999], [0.74124, -4.87388, -1.54670], [0.33866, -1.78617, 0.55179], [-1.39221, -2.12921, 0.77624], [-0.77836, -1.80077, -0.82653], [-1.94506, -7.23564, 1.57827], [-2.46779, -7.32638, -0.11960], [-2.80905, -5.88363, 0.82722], [0.34659, -7.84064, 0.57229], [1.02011, -6.75930, -0.66024], [-0.39813, -7.69171, -1.02217]], "atomic_forces_ev_per_a": [[0.3062, 0.4351, -0.0817], [-0.9824, -1.2127, 0.0571], [0.6030, 0.6518, -0.9460], [-0.7134, 2.2336, -0.9328], [-3.9073, -3.5422, 1.5105], [3.8670, -1.5937, 0.7904], [-1.4727, -0.0061, 0.1889], [0.8686, -1.4468, -1.4225], [0.5748, -0.4496, 2.7996], [0.8011, 3.1744, -0.1116], [-3.1345, 0.1909, -0.0981], [1.2651, -2.5240, 1.7644], [3.0315, 1.2392, -0.0657], [-1.1651, 0.0335, -3.0404], [-1.0523, 4.8708, -2.3922], [1.3760, 0.3476, -0.3732], [1.5764, -1.5141, 1.9980], [0.1649, 1.5292, -2.3543], [-0.4948, 0.7805, 0.7805], [0.0329, 1.3634, -0.2848], [1.0880, -1.1612, 0.4124], [-1.4507, -0.2902, -0.6877], [0.2024, -0.4838, 0.3789], [-0.5863, -0.3582, 1.5402], [-1.0018, 0.7925, -0.2936], [-0.7346, -1.2751, 0.5740], [0.8531, -1.1667, 0.4814], [0.0662, -0.6229, -0.2478], [-1.7394, -2.4612, 2.2340], [2.3572, 5.1282, -4.5201], [0.4809, -0.6144, -1.7715], [0.1994, 0.2178, 0.2140], [-0.3865, -0.1292, 0.5427], [0.2589, 0.8217, 1.0678], [-1.1259, -0.1467, -0.0840], [0.3164, -0.2557, 0.0803], [-1.4026, -1.9801, 2.1619], [-0.4102, 0.2991, 0.2780], [0.6936, -0.3038, -0.4159], [0.0387, -0.1213, 0.0649], [0.0306, 0.0720, -0.0641], [-0.0449, 0.0652, 0.2334], [0.0486, -0.1851, 0.0058], [0.0461, -0.0229, -0.0432], [-0.1411, 0.2453, -0.0051], [0.1826, 0.0267, -0.0518], [0.1455, -0.1333, 0.1183], [0.1596, -0.2377, -0.0281], [0.0473, 0.0029, 0.1576], [0.1532, -0.0266, -0.1797], [-0.1930, -0.1200, -0.3008], [-0.1820, -0.0929, 0.0135], [0.0976, 0.0315, -0.0830], [0.0968, 0.0141, -0.0245], [-0.0096, -0.0511, -0.1098], [0.2415, -0.0684, 0.1711], [0.0475, -0.0220, 0.4303], [-3.3201, -1.2955, 0.9894], [6.1877, 2.0871, -2.7770], [1.3460, -1.0089, 0.1768], [0.1413, 0.4047, 0.0522], [-0.6529, -0.0458, 0.0394], [-0.5509, 1.4192, -0.2669], [-0.5335, -0.6932, -0.6518], [0.0509, -0.0923, 0.3833], [-2.9886, -0.8872, 0.9425], [-0.3825, 0.1479, -0.4098], [0.6750, -0.1145, 0.5594], [0.0178, -0.0360, 0.1132], [0.0503, -0.0237, -0.0706], [-0.2062, 0.1300, -0.0204], [-0.0315, -0.1009, 0.1272], [0.0625, 0.0007, 0.0233], [-0.0386, 0.1243, -0.2830], [0.1520, 0.0628, 0.0842], [-0.0657, 0.0620, 0.1929], [0.0519, -0.1092, 0.2857], [-0.0690, 0.1272, 0.1136], [0.2300, -0.0194, 0.0924], [0.0967, -0.3175, -0.1676], [-0.1295, -0.1434, -0.0658], [0.1318, 0.0202, 0.0263], [0.0725, 0.0491, 0.0554], [0.0715, -0.0796, -0.0198], [-0.0202, 0.1532, 0.2738], [-0.3365, 0.2317, 0.1657]], "lowdin_charge": [-0.105, -0.131, -0.202, -0.126, 0.112, 0.119, -0.071, -0.254, 0.077, 0.090, -0.347, 0.104, 0.111, 0.126, 0.142, -0.284, 0.585, -0.366, 0.454, 0.078, 0.094, 0.100, 0.097, 0.151, 0.094, 0.135, 0.143, 0.066, -0.306, 0.758, -0.358, -0.132, -0.117, -0.306, -0.140, -0.144, -0.299, -0.150, -0.136, 0.058, 0.084, 0.054, 0.072, 0.077, 0.069, 0.074, 0.084, 0.063, 0.083, 0.072, 0.079, 0.074, 0.079, 0.079, 0.081, 0.060, 0.095, -0.308, 0.755, -0.362, -0.125, -0.117, -0.298, -0.145, -0.155, -0.300, -0.151, -0.133, 0.086, 0.087, 0.049, 0.072, 0.074, 0.085, 0.058, 0.077, 0.066, 0.072, 0.067, 0.074, 0.075, 0.079, 0.078, 0.085, 0.062, 0.094]}

***

{"formula": "C2HO3Sm", "method": "ωB97M-V with the def2-TZVPD basis set", "total_energy_ha": -959.59767, "homo_lumo_gap_ev": [7.619, 8.232], "lumo_energy_ha": [-0.3501, -0.3572], "total_charge": 2, "multiplicity": 8, "species": ["O", "H", "O", "O", "C", "C", "Sm"], "xyz": [[2.44708, 0.78301, -0.10877], [2.86875, 0.10810, -0.67415], [-1.39760, -0.95605, 0.03261], [-1.19792, 0.37275, 0.41466], [1.21231, 0.63832, 0.05388], [-0.00292, 0.72995, 0.25352], [-3.92971, -1.67609, 0.02825]], "atomic_forces_ev_per_a": [[-0.0741, 0.2915, 0.1007], [0.0686, -0.1029, 0.0171], [-1.8616, -1.2062, -0.2624], [-0.0657, 0.9808, 0.3310], [-0.1451, 0.1288, -0.1210], [0.5006, -0.5490, -0.0762], [1.5774, 0.4569, 0.0108]], "nbo_charge": [-0.511, 0.560, -0.640, -0.125, 0.479, 0.305, 1.933]}

***

{"formula": "C16H33ClP2W", "method": "ωB97M-V with the def2-TZVPD basis set", "total_energy_ha": -1838.67758, "homo_lumo_gap_ev": [4.881, 3.453], "lumo_energy_ha": [-0.3189, -0.3713], "total_charge": 2, "multiplicity": 3, "species": ["P", "P", "C", "C", "H", "H", "H", "H", "C", "H", "H", "H", "C", "H", "H", "H", "C", "H", "H", "H", "C", "H", "H", "H", "W", "C", "C", "C", "C", "C", "C", "C", "C", "C", "H", "H", "H", "H", "H", "H", "H", "H", "H", "H", "H", "H", "H", "H", "H", "Cl", "C", "H", "H"], "xyz": [[0.17901, -1.44005, -1.66077], [-0.01784, 1.65847, -1.66216], [-0.15092, -0.57635, -3.26923], [0.31564, 0.84657, -3.25819], [-1.22189, -0.64498, -3.45326], [0.35139, -1.15646, -4.03995], [1.37369, 0.99746, -3.44320], [-0.18112, 1.49778, -3.97115], [-1.71863, 2.26289, -1.81260], [-1.97253, 2.88106, -0.94229], [-2.42161, 1.42326, -1.88356], [-1.73231, 2.85502, -2.73641], [1.04599, 3.11321, -1.47181], [0.93306, 3.67803, -2.39989], [2.09243, 2.82706, -1.33819], [0.73626, 3.72246, -0.61320], [-0.93374, -2.86564, -1.66044], [-0.69276, -3.53758, -0.83957], [-0.82809, -3.41940, -2.60050], [-1.97790, -2.56746, -1.53733], [1.81298, -2.15116, -1.93576], [2.58595, -1.38791, -1.91379], [1.80370, -2.63510, -2.91506], [2.04998, -2.88729, -1.16703], [0.67176, 0.16032, 0.06505], [0.56055, 1.73082, -7.06453], [-0.75673, 1.78264, -6.82851], [-1.85089, 1.01915, -7.53796], [-1.40888, -0.33768, -8.16823], [-0.73407, -1.28818, -7.20188], [0.57832, -1.35675, -6.91980], [1.69267, -0.54280, -7.53240], [1.26694, 0.85451, -8.07928], [0.08337, -1.43414, 1.21899], [1.25845, 2.45858, -6.61109], [-1.16191, 2.55387, -6.16198], [-2.28476, 1.61782, -8.36686], [-2.65235, 0.83821, -6.79262], [-2.34522, -0.83742, -8.48342], [-0.79923, -0.14991, -9.07077], [-1.44487, -2.04436, -6.82576], [0.95556, -2.17816, -6.30168], [2.15878, -1.07990, -8.38522], [2.46566, -0.41564, -6.74709], [2.21080, 1.37485, -8.33267], [0.68177, 0.72963, -9.00912], [0.59660, -1.32650, 2.19262], [0.23910, -2.46439, 0.85795], [-0.98439, -1.23371, 1.40709], [1.72237, 1.53539, 1.70370], [-0.85928, 1.17550, 0.79897], [-1.06826, 2.24386, 0.75470], [-1.26367, 0.70697, 1.68974]], "atomic_forces_ev_per_a": [[-0.3824, -0.6724, -2.2743], [-0.6155, -0.0053, -1.5163], [-0.2028, -0.6865, 0.3593], [0.2372, 1.3231, 0.2983], [-0.1083, 0.0213, -0.1030], [-0.1167, 0.0234, -0.2802], [0.3566, -0.3388, -0.1344], [-0.1384, -0.2402, -0.5999], [0.1485, -0.0076, 0.1920], [-0.1130, -0.0320, -0.4715], [0.1311, 0.2302, -0.0589], [-0.2438, -0.0270, 0.2477], [-0.0099, -0.0803, 0.1288], [0.0969, 0.1562, 0.0410], [-0.0839, 0.0537, -0.0809], [0.0147, -0.1409, -0.2385], [-0.3105, -0.0355, 0.3108], [0.0703, -0.0574, 0.0173], [0.0722, 0.2218, 0.0908], [0.1073, 0.0723, -0.0822], [0.2393, -0.2779, 0.2312], [0.2326, 0.1197, -0.1682], [0.1426, 0.0034, 0.0679], [-0.0010, -0.0578, -0.0201], [1.4132, 2.7758, 3.8226], [0.0504, 0.2674, -0.2328], [0.1120, 0.5029, -0.3815], [0.2217, -0.6060, -0.0306], [-0.5873, 0.1016, -0.0527], [0.2358, -0.2371, -0.1440], [-0.4353, -0.4349, -0.5283], [-0.2132, 0.5907, -0.0136], [0.5732, -0.1078, -0.0062], [-0.9191, -1.4754, 0.0662], [-0.6787, -0.3667, 0.1964], [0.3646, -0.1243, -0.0155], [0.1633, -0.0803, 0.6247], [0.2061, 0.0360, -0.4967], [0.5139, 0.2635, -0.1214], [-0.6182, -0.3227, 0.5499], [0.6637, 0.3229, 0.2584], [-0.3302, 0.0927, 0.0072], [-0.1741, 0.0365, 0.6132], [-0.1593, 0.0164, -0.4967], [-0.5144, -0.2408, -0.1475], [0.6161, 0.2890, 0.6110], [0.1310, 0.2494, -0.3534], [-0.2297, 0.3568, 0.3904], [0.2133, -0.7566, 0.0209], [0.0622, -0.8158, -1.0866], [0.6901, 0.2604, 1.1361], [-0.2538, -0.2228, -0.2055], [-0.6405, 0.0637, 0.0593]], "nbo_charge": [1.004, 1.146, -0.712, -0.736, 0.264, 0.289, 0.264, 0.290, -0.949, 0.263, 0.271, 0.278, -0.951, 0.284, 0.276, 0.282, -0.937, 0.271, 0.283, 0.274, -0.956, 0.252, 0.284, 0.275, 0.950, -0.199, -0.188, -0.439, -0.451, -0.187, -0.205, -0.436, -0.450, -0.969, 0.202, 0.187, 0.242, 0.202, 0.230, 0.220, 0.206, 0.189, 0.243, 0.197, 0.229, 0.221, 0.287, 0.247, 0.257, -0.196, -0.312, 0.206, 0.208]}

***

{"formula": "C3H5N3", "method": "ωB97M-V with the def2-TZVPD basis set", "total_energy_ha": -280.58737, "homo_lumo_gap_ev": [7.125, 7.574], "lumo_energy_ha": [-0.5521, -0.5523], "total_charge": 2, "species": ["C", "C", "C", "N", "N", "N", "H", "H", "H", "H", "H"], "xyz": [[-0.80081, -0.14726, -0.88689], [1.07474, 0.51777, -1.64225], [-1.18576, -0.55093, 1.51187], [-0.22979, 0.30062, -1.89927], [-0.68135, -0.34758, 0.28836], [1.48218, 0.62570, -0.46467], [1.72356, 0.62455, -2.55463], [-0.88917, 0.25453, 2.22939], [-2.28247, -0.68061, 1.54883], [-0.64884, -1.40038, 2.00848], [2.43771, 0.80359, -0.13922]], "atomic_forces_ev_per_a": [[1.1701, 0.2273, 0.2961], [0.5594, 0.0677, -1.3426], [-1.0295, -0.8357, 2.7313], [-2.2381, -0.3085, -1.0382], [-1.1650, -0.1740, -0.8702], [2.0726, 0.7141, -0.6601], [0.1980, 0.0850, 0.7787], [0.0321, 0.1010, -0.3227], [0.4153, 0.0683, -0.2015], [-0.1437, 0.0962, -0.2541], [0.1288, -0.0415, 0.8833]], "nbo_charge": [0.746, 0.282, -0.501, -0.223, -0.093, -0.112, 0.366, 0.368, 0.324, 0.359, 0.484]}

***

{"formula": "C4H15N2O", "method": "ωB97M-V with the def2-TZVPD basis set", "total_energy_ha": -345.83715, "homo_lumo_gap_ev": 9.154, "lumo_energy_ha": -0.1213, "total_charge": 1, "species": ["C", "C", "C", "C", "N", "N", "H", "H", "H", "H", "H", "H", "H", "H", "H", "H", "H", "H", "H", "H", "H", "O"], "xyz": [[0.13030, 1.40774, 0.37986], [0.99085, 0.21132, 0.67798], [0.21118, -0.99692, 0.06048], [0.65817, -2.32159, 0.79957], [1.67169, -3.13175, -0.06003], [-0.19878, 1.45371, -1.18385], [-0.74969, 1.37177, 0.99921], [0.69559, 2.40589, 0.39594], [0.88190, 0.18446, 1.75231], [2.15726, 0.14924, 0.62451], [-0.83361, -0.80091, 0.24484], [0.40675, -1.01052, -1.08265], [-0.21769, -2.97204, 0.81692], [1.17828, -2.44241, 1.78010], [1.38428, -4.14776, -0.16553], [2.46420, -3.32414, 0.54827], [0.06485, 0.74658, -1.84003], [0.21305, 2.40591, -1.53268], [-1.18372, 1.68720, -1.39460], [-3.15102, 3.57320, -0.75541], [-3.29794, 2.63899, 0.30476], [-2.78323, 2.68469, -0.43702]], "atomic_forces_ev_per_a": [[2.9339, 2.0462, -2.3407], [0.5907, -0.9654, 0.3958], [2.7455, -0.2048, 0.6861], [0.7112, -2.6477, -2.2019], [-0.5563, -1.0832, 0.5562], [-0.6938, 4.3691, -0.1923], [-0.5194, 0.2594, -0.4739], [-1.0472, -1.4192, 0.9844], [-0.1309, -0.5074, 0.5796], [-2.1800, 0.6589, -0.9484], [-0.5034, -0.2013, -0.0347], [-0.2352, -0.7328, 1.9867], [-0.1351, 0.2262, 0.3999], [-1.1055, 1.7216, -0.3006], [-0.3390, 1.7652, -0.1747], [0.3130, 0.6040, -0.2007], [0.6257, -0.9261, 0.0595], [-0.3887, -2.4071, 0.6016], [-0.1969, -0.5220, 0.7290], [1.0986, -1.6974, -0.0257], [-1.9692, -0.9938, 3.4655], [0.9821, 2.6576, -3.5509]], "nbo_charge": [-0.175, -0.460, -0.405, -0.253, -0.845, -0.730, 0.242, 0.226, 0.235, 0.258, 0.200, 0.205, 0.203, 0.223, 0.366, 0.350, 0.440, 0.442, 0.467, 0.494, 0.481, -0.966]}

***

{"formula": "C3H6N4", "method": "ωB97M-V with the def2-TZVPD basis set", "total_energy_ha": -336.79505, "homo_lumo_gap_ev": 9.130, "lumo_energy_ha": 0.0366, "total_charge": 0, "species": ["C", "C", "C", "N", "N", "N", "N", "H", "H", "H", "H", "H", "H"], "xyz": [[0.02554, 0.30187, -1.76065], [-0.90810, -0.58137, -1.82133], [-0.90759, 0.38867, 0.18879], [0.09648, 0.91945, -0.52721], [-1.44875, -0.60321, -0.46992], [1.70138, 0.16608, 2.22652], [0.54882, -0.05997, 2.38514], [0.79846, 0.33830, -2.51025], [-1.25377, -1.19325, -2.66117], [-2.28972, -1.14568, -0.21355], [2.42238, -0.36699, 1.72705], [2.32032, 1.10889, 2.37905], [-1.10546, 0.72723, 1.05754]], "atomic_forces_ev_per_a": [[3.3071, 1.9861, 0.4196], [-3.6196, -3.1427, 1.5479], [4.1342, -0.4275, -6.4408], [-0.7168, 0.2504, 0.3561], [-2.6449, -1.9770, -2.8357], [3.2983, 2.5239, -0.5882], [-0.4766, -0.1700, 0.6212], [0.0538, 0.8699, -0.0912], [0.0957, 0.0335, 0.8600], [0.9318, 0.7193, -0.1232], [-0.4950, -1.5105, -0.2781], [-2.1701, -0.9327, 0.5338], [-1.6981, 1.7773, 6.0185]], "nbo_charge": [-0.095, -0.133, 0.205, -0.498, -0.518, -0.346, -0.213, 0.203, 0.221, 0.415, 0.303, 0.255, 0.201]}